i | The following is a DFT calculation (the ωB97M-V functional and the def2-TZVPD basis) of C5H7NOS as an isolated structure.

```
! RIJCOSX wB97M-V def2-TZVPD def2/J DEFGRID3
* xyz 0 1
C 0.469 -0.137 -0.544
C -1.044 -0.430 -0.938
C -0.466 0.387 1.144
C 0.745 -0.659 0.747
C 0.431 1.251 0.183
H 1.939 0.335 -1.712
H -0.882 -1.493 -1.549
H -1.447 0.125 -1.714
H -2.431 0.306 0.684
H -0.588 0.723 2.119
H 0.515 -1.693 1.032
H 1.666 -0.195 1.391
N -1.708 -0.495 0.522
O 1.086 -0.319 -1.826
S 1.717 2.294 0.462
*
```

Calculated values
Kohn-Sham gap = 8.1 eV
LUMO level = -0.75 eV

Atomic partial charges in e from the Löwdin method, atoms 1 to 6: -0.61 -0.08 -0.18 -0.08 -0.58 0.16

ii | The following is a DFT calculation (the ωB97M-V functional and the def2-TZVPD basis) of one molecule with the formula C5H7NOS.

```
! RIJCOSX wB97M-V def2-TZVPD def2/J DEFGRID3
* xyz 0 1
C -0.581 2.283 -1.057
C 0.101 0.973 -1.315
C 0.678 0.631 -2.464
C -0.975 -0.412 0.354
C 1.486 -0.214 0.295
H -1.636 2.146 -0.716
H -0.583 2.901 -1.957
H -0.076 2.845 -0.257
H 1.153 -0.315 -2.590
H 0.674 1.302 -3.334
H -1.800 -0.091 -0.233
H 2.271 0.386 -0.261
N 0.197 0.084 -0.185
O 1.752 -0.967 1.190
S -1.228 -1.350 1.640
*
```

Calculated values
Kohn-Sham gap = 8.4 eV
SMILES = C=C(C)N(C=O)C=S
LUMO level = -0.04 eV

Atomic partial charges in e from the Löwdin method, atoms 1 to 6: -0.04 -0.38 0.09 -0.66 -0.29 0.09

Referenced to the most stable arrangement, the calculated values in eV are i 4.352; ii 0.000.

i | The following is a DFT calculation (the ωB97M-V functional and the def2-TZVPD basis) of a 2-piece molecular cluster, C4H11PS2 overall.

```
! RIJCOSX wB97M-V def2-TZVPD def2/J DEFGRID3
* xyz 0 1
C 2.348 -0.509 -0.325
C -1.475 1.848 1.506
C 1.374 -1.679 0.042
C 0.350 -2.121 -0.644
P -1.167 0.576 0.139
S -0.493 2.128 -1.263
S -3.188 0.491 -0.311
H 2.813 -0.197 0.626
H 3.088 -1.035 -0.986
H 1.826 0.170 -0.980
H -0.768 1.850 2.454
H -1.516 2.780 0.985
H -2.529 1.778 1.954
H 0.687 1.432 -1.503
H 1.801 -2.117 0.922
H 0.247 -1.622 -1.631
H -0.185 -2.987 -0.247
H -3.214 -0.785 -0.739
*
```

Calculated values
Kohn-Sham gap = 9.4 eV
SMILES = CP(S)S.C=CC
LUMO level = 0.71 eV

Atomic partial charges in e from the Löwdin method, atoms 1 to 6: -0.10 -0.47 -0.29 -0.10 0.28 0.33

ii | The following is a DFT calculation (the ωB97M-V functional and the def2-TZVPD basis) of one molecule with the formula C4H11PS2.

```
! RIJCOSX wB97M-V def2-TZVPD def2/J DEFGRID3
* xyz 0 1
C 0.372 -0.606 1.650
C -0.231 -1.674 -0.369
C 1.385 0.278 -0.498
C 0.080 -0.301 0.135
P -1.345 0.898 -0.015
S -0.253 2.877 0.694
S -1.462 1.083 -2.204
H 1.227 -1.309 1.638
H 0.613 0.274 2.235
H -0.509 -1.186 2.023
H 0.603 -2.341 -0.162
H -0.405 -1.669 -1.485
H -1.291 -1.975 -0.006
H 1.364 -0.058 -1.623
H 1.764 1.194 -0.239
H 2.042 -0.488 -0.040
H -1.180 3.666 0.178
H -2.775 1.339 -1.912
*
```

Calculated values
Kohn-Sham gap = 9.1 eV
SMILES = CC(C)(C)P(S)S
LUMO level = 0.30 eV

Atomic partial charges in e from the Löwdin method, atoms 1 to 6: -0.12 -0.16 -0.13 -0.93 0.51 0.30

Referenced to the most stable arrangement, the calculated values in eV are i 0.955; ii 0.000.

i | The following is a DFT calculation (the ωB97M-V functional and the def2-TZVPD basis) of a 2-piece molecular cluster, C7H11N2 overall.

```
! RIJCOSX wB97M-V def2-TZVPD def2/J DEFGRID3
* xyz 1 1
C 1.121 -1.105 -0.206
C 1.517 -0.013 -1.012
C -0.297 0.511 0.232
C -2.965 1.073 0.226
C -2.001 1.479 1.043
C 2.620 0.164 -2.009
C -0.895 -1.674 1.065
N -0.032 -0.735 0.448
N 0.592 0.951 -0.741
H 1.560 -2.046 -0.123
H -3.978 1.325 0.469
H -2.864 0.264 -0.498
H -1.903 2.206 1.950
H 2.157 0.269 -2.916
H 3.203 1.003 -1.734
H 3.299 -0.679 -2.191
H -1.556 -1.028 1.625
H -1.336 -2.298 0.299
H -0.356 -2.287 1.784
H 0.661 1.981 -1.005
*
```

Calculated values
Kohn-Sham gap = 9.8 eV
LUMO level = -3.40 eV

Atomic partial charges in e from the Löwdin method, atoms 1 to 6: 0.04 -0.23 -0.06 -0.03 0.08 0.01

ii | The following is a DFT calculation (the ωB97M-V functional and the def2-TZVPD basis) of an isolated ion of composition C7H11N2 and charge +1.

```
! RIJCOSX wB97M-V def2-TZVPD def2/J DEFGRID3
* xyz 1 1
C -0.376 0.569 -1.588
C -1.686 0.803 -1.689
C -0.184 -0.267 -0.388
C 0.909 -0.590 1.883
C 0.612 1.716 0.848
C 0.200 -1.740 -0.828
C 0.423 0.279 0.789
N -1.614 -0.331 0.191
N -2.319 0.225 -0.609
H 0.389 0.720 -2.284
H -2.314 1.186 -2.631
H 1.314 -1.556 1.612
H 1.715 -0.049 2.474
H 0.011 -0.860 2.523
H 0.572 2.168 1.864
H -0.042 2.187 0.164
H 1.604 1.715 0.332
H -0.355 -2.556 -0.195
H 1.241 -1.987 -0.572
H -0.101 -1.633 -1.895
*
```

Calculated values
Kohn-Sham gap (spin up / spin down) = 8.2 / 8.2 eV
LUMO level (spin up / spin down) = -5.90 / -5.90 eV

Atomic partial charges in e from the Löwdin method, atoms 1 to 6: -0.02 -0.06 -0.47 0.02 0.03 0.03

Referenced to the most stable arrangement, the calculated values in eV are i 0.000; ii 1.337.

i | The following is a DFT calculation (the ωB97M-V functional and the def2-TZVPD basis) of one molecule with the formula C5H4S.

```
! RIJCOSX wB97M-V def2-TZVPD def2/J DEFGRID3
* xyz 0 1
C 1.020 -1.180 -0.015
C 0.101 -0.362 -0.751
C -0.628 0.670 -0.168
C -1.584 1.435 -0.925
C -2.348 2.035 -1.677
H 1.599 -1.859 -0.679
H -0.014 -0.634 -1.780
H -0.445 0.933 0.824
H -3.155 2.310 -2.283
S 1.416 -1.021 1.570
*
```

Calculated values
Kohn-Sham gap = 7.4 eV
SMILES = C#C/C=C/C=S
LUMO level = -1.50 eV

Atomic partial charges in e from the Löwdin method, atoms 1 to 6: -0.66 -0.17 -0.09 -0.11 0.13 0.06

ii | The following is a DFT calculation (the ωB97M-V functional and the def2-TZVPD basis) of C5H4S as an isolated structure.

```
! RIJCOSX wB97M-V def2-TZVPD def2/J DEFGRID3
* xyz 0 1
C -0.563 0.280 -0.993
C -1.439 0.026 -1.882
C -0.052 0.002 1.029
C 0.103 -0.932 -0.150
C 0.324 0.990 -0.046
S 1.672 -0.148 -0.784
H -1.217 -0.035 1.338
H 0.652 -0.270 1.836
H -0.012 -1.915 -0.354
H 0.532 2.002 0.006
*
```

Calculated values
Kohn-Sham gap = 8.2 eV
LUMO level = -0.45 eV

Atomic partial charges in e from the Löwdin method, atoms 1 to 6: -0.53 0.19 -0.20 -0.39 -0.39 0.87

iii | The following is a DFT calculation (the ωB97M-V functional and the def2-TZVPD basis) of one molecule with the formula C5H4S.

```
! RIJCOSX wB97M-V def2-TZVPD def2/J DEFGRID3
* xyz 0 1
C -0.408 0.023 0.277
C 0.604 -0.889 -0.277
C 1.385 -1.855 -0.299
C -0.045 1.363 -0.034
C 0.778 2.326 -0.260
H -2.717 -1.060 0.754
H -0.783 -0.051 1.386
H 2.101 -2.844 -0.352
H 1.354 3.149 -0.801
S -2.269 -0.163 -0.394
*
```

Calculated values
Kohn-Sham gap = 9.6 eV
SMILES = C#CC(S)C#C
LUMO level = 0.23 eV

Atomic partial charges in e from the Löwdin method, atoms 1 to 6: -0.66 -0.18 0.10 -0.24 0.13 -0.06

Referenced to the most stable arrangement, the calculated values in eV are i 0.000; ii 3.823; iii 2.959.

i | The following is a DFT calculation (the ωB97M-V functional and the def2-TZVPD basis) of one molecule with the formula C5H4S.

```
! RIJCOSX wB97M-V def2-TZVPD def2/J DEFGRID3
* xyz 0 1
C -0.744 1.302 0.474
C 0.122 1.572 -0.400
C -1.321 0.152 0.861
C 1.023 0.465 -0.771
C 0.374 -0.838 -0.277
S 1.884 -0.573 0.434
H -1.093 -0.408 1.824
H -2.133 -0.235 0.315
H 1.491 0.413 -1.673
H 0.397 -1.851 -0.788
*
```

Calculated values
Kohn-Sham gap (spin up / spin down) = 7.6 / 7.2 eV
LUMO level (spin up / spin down) = -0.82 / -0.80 eV

Atomic partial charges in e from the Löwdin method, atoms 1 to 6: -0.13 -0.02 -0.03 -0.54 -0.46 0.89

ii | The following is a DFT calculation (the ωB97M-V functional and the def2-TZVPD basis) of one molecule with the formula C5H4S.

```
! RIJCOSX wB97M-V def2-TZVPD def2/J DEFGRID3
* xyz 0 1
C 0.533 0.079 1.432
C -0.102 1.266 1.548
C -0.704 -0.488 -1.064
C 1.162 -0.954 1.409
C -0.248 0.745 -1.090
S -0.688 1.916 0.193
H -1.207 -0.622 -0.139
H -0.388 -1.192 -1.720
H 1.359 -1.987 1.311
H 0.284 1.237 -1.880
*
```

Calculated values
Kohn-Sham gap = 7.7 eV
LUMO level = -0.80 eV

Atomic partial charges in e from the Löwdin method, atoms 1 to 6: -0.35 -0.44 -0.04 0.14 -0.45 0.95

Referenced to the most stable arrangement, the calculated values in eV are i 1.861; ii 0.000.

i | The following is a DFT calculation (the ωB97M-V functional and the def2-TZVPD basis) of C6H28O8 as an isolated structure.

```
! RIJCOSX wB97M-V def2-TZVPD def2/J DEFGRID3
* xyz 0 1
O -3.034 0.453 -0.498
H -2.996 -0.499 -0.589
H -3.961 0.644 -0.353
O -0.043 -2.453 0.739
H -0.601 -1.675 0.755
H 0.679 -2.218 0.157
O -2.496 -1.643 -0.411
H -3.216 -2.150 -0.786
H -1.813 -2.289 -0.234
O -0.418 -0.280 0.697
H -0.824 0.405 1.228
H -1.068 -0.476 0.022
O -1.761 1.160 1.381
H -2.233 1.008 0.563
H -2.268 1.837 1.829
O 1.732 -1.127 1.672
H 1.289 -1.971 1.759
H 1.113 -0.580 1.189
C 0.967 -0.023 -1.893
C 0.686 -1.457 -1.557
C 1.009 -2.397 -2.737
O 1.438 -1.836 -0.436
H 0.898 0.624 -1.019
H 0.225 0.272 -2.635
H 1.953 0.101 -2.342
H -0.310 -1.671 -1.170
H 2.053 -2.442 -3.047
H 0.495 -2.060 -3.637
H 0.700 -3.386 -2.399
H 2.270 -2.140 -0.805
C 0.454 2.189 -0.006
C 0.603 2.623 1.471
C 1.223 1.622 2.303
O 1.416 3.835 1.415
H 1.249 1.681 -0.551
H 0.327 3.103 -0.587
H -0.432 1.554 -0.031
H -0.324 2.987 1.913
H 0.811 0.619 2.189
H 1.125 2.039 3.305
H 2.300 1.590 2.133
H 0.780 4.424 1.002
*
```

Calculated values
Kohn-Sham gap = 8.8 eV
LUMO level = -0.12 eV

Atomic partial charges in e from the Löwdin method, atoms 1 to 6: -0.01 -0.11 0.09 -0.09 -0.05 -0.28

ii | The following is a DFT calculation (the ωB97M-V functional and the def2-TZVPD basis) of a 8-piece molecular cluster, C6H28O8 overall.

```
! RIJCOSX wB97M-V def2-TZVPD def2/J DEFGRID3
* xyz 0 1
O -1.000 -0.575 -0.175
H -1.746 -0.057 -0.716
H -0.893 -0.604 0.934
H -0.142 -0.185 -0.620
O 1.040 0.656 -1.193
H 1.932 1.037 -0.934
C 1.094 -1.866 -3.675
O 2.030 -1.017 -3.158
H 0.708 -2.514 -2.850
H 1.613 -2.571 -4.306
H 0.354 -1.378 -4.247
H 1.722 -0.589 -2.391
C 4.080 -0.805 0.086
O 2.720 -1.245 0.142
H 4.513 -1.144 -0.570
H 4.566 -1.344 1.075
H 4.240 0.123 0.345
H 2.277 -0.571 -0.439
C -2.566 1.874 1.599
O -3.097 0.612 1.435
H -3.148 2.367 2.443
H -2.468 2.601 0.743
H -1.410 1.683 2.007
H -3.682 0.535 2.064
C -2.147 1.274 -2.749
O -2.803 0.281 -2.056
H -1.159 0.888 -2.863
H -1.855 2.147 -2.205
H -2.447 1.381 -3.679
H -3.747 0.171 -2.419
C -1.510 -2.240 3.060
O -0.663 -1.204 2.497
H -1.788 -2.022 4.128
H -0.756 -3.129 2.940
H -2.249 -2.390 2.302
H -0.336 -0.638 3.259
C 1.533 1.677 2.060
O 0.836 2.364 1.101
H 1.202 1.807 3.057
H 2.570 2.138 1.957
H 1.577 0.572 1.656
H 0.996 1.881 0.336
*
```

Calculated values
Kohn-Sham gap = 9.1 eV
LUMO level = 0.18 eV

Atomic partial charges in e from the Löwdin method, atoms 1 to 6: 0.07 0.13 0.17 0.06 -0.38 0.01

Referenced to the most stable arrangement, the calculated values in eV are i 0.441; ii 0.000.